Here is a single C4H9NO2 molecule from OMol25. Energies are from ωB97M-V with the def2-TZVPD basis set.

LUMO   0.0354 hartree
Orbital gap   10.12 eV
HOMO energy   -9.2 eV
Energy above the lowest of the compared OMol25 structures with the same formula, charge and spin   77.1 kcal per mole
SMILES   COCCNC=O

Geometry as ORCA input:
```
! RIJCOSX wB97M-V def2-TZVPD def2/J DEFGRID3
* xyz 0 1
C -1.71243 0.70977 1.13952
O -1.28493 -0.23273 0.15235
C -0.61268 0.16041 -1.02379
C 0.92316 -0.90929 -1.25888
N 1.52663 -1.01783 0.03915
C 1.49106 0.16501 0.69719
O 1.29683 1.20531 0.09522
H -0.95160 1.45797 1.40603
H -2.64560 1.24295 0.88472
H -1.93157 0.11362 2.03432
H -0.56167 1.27447 -1.01424
H -1.19035 -0.08569 -1.90805
H 1.61073 -0.36576 -1.91858
H 0.94983 -1.95830 -1.66577
H 1.50145 -1.88883 0.55460
H 1.59114 0.12891 1.78620
*
```